(1)
The following is a quantum chemistry calculation of C13H21BN6NiO as an isolated structure in a non-equilibrium geometry, from the OMol25 dataset.

Calculated values
* gap between HOMO and LUMO (spin up / spin down): 8.20 / 7.63 eV
* E: -2444.9022 a.u.
* LUMO (spin up / spin down): 0.0220 / 0.0037 hartree
* ΔE to the lowest compared entry with this formula, charge and spin: 32.7 kcal/mol
* largest force on an atom: 6.40 eV/Å
* multiplicity: 3

Geometry as XYZ:
```
43
Properties=species:S:1:pos:R:3:forces:R:3
H -1.5476 -2.2451 1.4295 0.1 0.1 -0.2
N -1.3527 -0.7308 -0.0533 -1.3 -0.3 0.1
B -1.8163 1.1082 -1.7273 0.6 -0.3 0.8
N -2.2929 -0.0068 -0.7668 0.5 -0.9 0.6
C -3.5351 -0.4028 -0.4394 0.7 -0.3 0.3
Ni 0.7051 -0.3056 -0.4178 -2.9 3.0 4.9
H -4.3843 0.0740 -0.9085 0.0 -0.2 0.1
C -3.4218 -1.4127 0.5098 0.0 0.2 -0.1
H -4.2299 -1.9555 0.9584 -0.1 -0.1 0.2
C -2.0433 -1.5742 0.7419 -0.2 0.9 -1.1
H -2.7056 1.6796 -2.2773 -0.1 -0.1 -0.1
C 2.5505 -1.0984 -0.5637 0.9 -1.5 -0.4
H 2.9868 -1.7012 0.2422 -0.2 0.3 -0.3
H 2.6368 -0.0367 -0.2644 -0.2 -0.3 0.1
H 3.1247 -1.2130 -1.4866 -0.2 -0.2 0.1
N -0.8494 0.3961 -2.7111 1.8 -1.2 0.0
N -0.9856 2.0679 -0.8355 1.2 0.0 0.7
N 0.2693 -0.2845 -2.1958 -1.0 0.5 -4.8
N 0.1179 1.5601 -0.1635 -0.7 2.4 -0.2
C -0.9096 0.1917 -4.0393 0.6 -0.3 0.6
C -1.1917 3.3473 -0.4592 0.9 -0.6 0.2
H -1.7230 0.6129 -4.6098 0.1 0.0 0.0
H -2.0149 3.9039 -0.8729 0.0 0.1 0.1
C 0.1766 -0.5950 -4.4271 -0.1 0.1 0.2
C -0.1833 3.6993 0.4432 -0.4 -0.1 -0.4
C 0.9002 -0.8603 -3.2560 -1.5 1.0 0.5
C 0.6151 2.5604 0.6044 -1.1 -0.7 -1.0
H 0.4088 -0.9370 -5.4192 0.0 0.0 -0.1
H -0.0418 4.6567 0.9075 0.0 0.1 0.1
H 1.8287 -1.4021 -3.1111 -0.4 0.1 -0.1
H 1.4807 2.3987 1.2332 -0.2 -0.1 -0.2
H 1.4595 -1.5482 -0.7761 2.9 -1.7 -0.1
C 1.3557 -2.1624 2.8251 0.1 0.0 0.2
C 1.0411 -0.6716 2.7835 -0.5 0.7 -0.2
C 1.8730 0.1246 3.7877 0.2 -0.2 0.2
O 1.1801 -0.0699 1.5453 0.5 -0.5 -0.5
H 2.3613 -2.3563 2.4280 -0.2 0.0 0.1
H 0.6128 -2.7208 2.2464 0.2 0.0 -0.1
H 1.3123 -2.5213 3.8634 0.0 0.0 -0.2
H -0.0075 -0.5487 3.1287 0.0 -0.2 0.0
H 2.9457 0.0391 3.5609 -0.2 0.0 0.0
H 1.5931 1.1816 3.7352 0.0 -0.2 0.0
H 1.7003 -0.2413 4.8072 0.1 0.1 0.0
```
Positions in Å, forces in eV/Å.

Let us look at the natural (NBO) charges, expressed in e, one per atom: atom 1 (H): 0.22, atom 2 (N): -0.36, atom 3 (B): 0.54, atom 4 (N): -0.32, atom 5 (C): 0.00, atom 6 (Ni): 1.35, atom 7 (H): 0.22, atom 8 (C): -0.36, atom 9 (H): 0.23, atom 10 (C): -0.01, atom 11 (H): -0.03, atom 12 (C): -0.83, atom 13 (H): 0.26, atom 14 (H): 0.26, atom 15 (H): 0.22, atom 16 (N): -0.30, atom 17 (N): -0.32, atom 18 (N): -0.42, atom 19 (N): -0.38, atom 20 (C): 0.02, atom 21 (C): 0.00, atom 22 (H): 0.23, atom 23 (H): 0.22, atom 24 (C): -0.35, atom 25 (C): -0.36, atom 26 (C): -0.02, atom 27 (C): 0.01, atom 28 (H): 0.23, atom 29 (H): 0.23, atom 30 (H): 0.22, atom 31 (H): 0.24, atom 32 (H): 0.16, atom 33 (C): -0.63, atom 34 (C): 0.12, atom 35 (C): -0.61, atom 36 (O): -0.99, atom 37 (H): 0.19, atom 38 (H): 0.19, atom 39 (H): 0.20, atom 40 (H): 0.12, atom 41 (H): 0.19, atom 42 (H): 0.21, atom 43 (H): 0.19



(2)
The following is a quantum chemistry calculation of one molecule with the formula C3H7NO in a non-equilibrium geometry, from the OMol25 dataset.

Calculated values
* gap between HOMO and LUMO: 10.63 eV
* E: -248.4937 a.u.
* LUMO: 0.0312 hartree
* ΔE to the lowest compared entry with this formula, charge and spin: 20.6 kcal/mol
* largest force on an atom: 2.21 eV/Å
* multiplicity: 1
* SMILES: CNC(C)=O

Geometry as XYZ:
```
12
Properties=species:S:1:pos:R:3:forces:R:3
C 1.6471 0.0149 -1.0657 -0.1 0.0 0.1
N 0.5313 0.1445 -0.1282 -0.4 0.0 0.2
C -0.6379 -0.5293 -0.0505 -0.7 0.2 0.6
O -1.0266 -1.4684 -0.7129 0.2 0.4 0.3
C -1.4898 0.1493 1.1154 -0.3 -0.5 -0.4
H 1.2911 -0.3031 -2.0538 -0.1 0.1 0.4
H 2.4059 -0.7103 -0.7403 -0.3 0.1 0.1
H 2.1447 0.9823 -1.1894 -0.2 -0.1 0.1
H 0.3618 0.8100 0.6128 2.0 0.7 -0.6
H -1.4763 -0.4799 2.0111 -0.1 -0.1 -0.3
H -2.4966 0.2138 0.7203 -0.3 -0.2 0.2
H -1.2548 1.1760 1.4811 0.4 -0.6 -0.6
```
Positions in Å, forces in eV/Å.

Let us look at the natural (NBO) charges, expressed in e, one per atom: atom 1 (C): -0.42, atom 2 (N): -0.63, atom 3 (C): 0.69, atom 4 (O): -0.62, atom 5 (C): -0.74, atom 6 (H): 0.22, atom 7 (H): 0.20, atom 8 (H): 0.21, atom 9 (H): 0.40, atom 10 (H): 0.23, atom 11 (H): 0.24, atom 12 (H): 0.21



(3)
The following is a quantum chemistry calculation of a 2-piece molecular cluster, CH3NP2 overall in a non-equilibrium geometry, from the OMol25 dataset.

Calculated values
* gap between HOMO and LUMO (spin up / spin down): 7.52 / 6.14 eV
* E: -777.1789 a.u.
* LUMO (spin up / spin down): -0.1062 / -0.1302 hartree
* ΔE to the lowest compared entry with this formula, charge and spin: 83.0 kcal/mol
* largest force on an atom: 3.49 eV/Å
* multiplicity: 1

Geometry as XYZ:
```
7
Properties=species:S:1:pos:R:3:forces:R:3
C -3.6308 -0.0448 -0.1344 3.2 -1.4 -0.2
N -4.5976 0.5081 0.1197 -1.6 0.9 0.3
P 0.1380 0.7364 0.1557 -0.1 1.2 0.5
P -0.6695 -1.2154 -0.0649 -1.8 -0.4 -0.6
H 1.4543 0.3258 -0.0937 0.4 -0.3 0.1
H -0.0510 1.0886 -1.1815 -0.1 0.0 -0.4
H -0.6965 -1.4774 1.3156 0.1 -0.1 0.3
```
Positions in Å, forces in eV/Å.

Let us look at the natural (NBO) charges, expressed in e, one per atom: atom 1 (C): 0.12, atom 2 (N): -0.51, atom 3 (P): 0.02, atom 4 (P): 0.39, atom 5 (H): 0.02, atom 6 (H): 0.01, atom 7 (H): -0.04



(4)
The following is a quantum chemistry calculation of one molecule with the formula C13H9ClN2O3 in a non-equilibrium geometry, from the OMol25 dataset.

Calculated values
* gap between HOMO and LUMO: 7.81 eV
* E: -1296.0477 a.u.
* LUMO: -0.0379 hartree
* ΔE to the lowest compared entry with this formula, charge and spin: 21.5 kcal/mol
* largest force on an atom: 4.61 eV/Å
* multiplicity: 1
* SMILES: O=C(/C=C/c1cc([N+](=O)[O-])ccc1Cl)c1ccc[nH]1

Geometry as XYZ:
```
28
Properties=species:S:1:pos:R:3:forces:R:3
O 2.8006 1.3281 1.5038 0.4 -0.6 0.1
O 0.3636 -5.1497 -2.9652 -0.1 -0.4 -0.1
O 1.7450 -4.5582 -1.3917 -0.2 -0.7 -0.6
Cl -2.9260 -0.0774 -0.1528 -0.2 -1.2 -0.3
C 1.5995 1.3079 1.2723 1.5 1.5 0.5
C -0.4020 4.4326 1.4286 0.7 0.5 1.1
C -0.3332 3.0494 1.2771 -0.9 -0.5 -0.2
C 0.8606 4.9082 1.7851 -0.5 -2.2 -2.1
C 0.9436 2.6169 1.4086 0.7 0.8 -0.5
C 0.9932 0.0577 0.8599 -1.7 -1.6 -1.4
C -0.0622 -0.0048 -0.0316 2.9 -1.1 2.2
C -2.4261 -2.6290 -1.2968 -3.6 1.4 0.0
C -1.6025 -3.5248 -1.8286 3.7 -2.7 -0.1
C 0.3733 -2.3488 -0.9650 -4.3 -0.3 1.5
C -1.9776 -1.4641 -0.6623 2.8 -0.2 0.4
C -0.5488 -1.3442 -0.4541 -0.8 0.3 -2.0
C -0.2028 -3.5181 -1.4764 -2.2 2.7 -1.0
N 1.7082 3.7551 1.5963 1.8 2.6 1.6
N 0.6754 -4.5063 -1.9926 1.5 0.0 0.4
H -1.3035 4.9972 1.3798 -0.3 0.4 0.1
H -1.1430 2.3848 1.1164 -0.7 -0.3 -0.1
H 1.0567 5.9914 1.8995 0.8 -1.2 0.1
H 1.5515 -0.8867 1.2110 -1.1 1.6 -0.5
H -0.4587 0.9085 -0.4497 -0.3 -0.1 0.0
H -3.4910 -2.8955 -1.5280 0.8 1.1 0.5
H -1.9585 -4.3334 -2.4853 0.1 0.4 0.6
H 1.3904 -2.3025 -0.7831 1.8 0.4 0.1
H 2.7742 3.8057 1.7250 -2.6 -0.6 -0.2
```
Positions in Å, forces in eV/Å.

Let us look at the natural (NBO) charges, expressed in e, one per atom: atom 1 (O): -0.55, atom 2 (O): -0.36, atom 3 (O): -0.38, atom 4 (Cl): 0.04, atom 5 (C): 0.47, atom 6 (C): -0.30, atom 7 (C): -0.27, atom 8 (C): -0.05, atom 9 (C): 0.06, atom 10 (C): -0.24, atom 11 (C): -0.16, atom 12 (C): -0.25, atom 13 (C): -0.17, atom 14 (C): -0.14, atom 15 (C): 0.02, atom 16 (C): -0.09, atom 17 (C): 0.04, atom 18 (N): -0.52, atom 19 (N): 0.51, atom 20 (H): 0.22, atom 21 (H): 0.22, atom 22 (H): 0.23, atom 23 (H): 0.24, atom 24 (H): 0.24, atom 25 (H): 0.24, atom 26 (H): 0.25, atom 27 (H): 0.25, atom 28 (H): 0.44



Q: Among the records above, which one has the lowest largest force on an atom?
A: C3H7NO



Q: Among the records above, which one has the highest ΔE to the lowest compared entry with this formula, charge and spin?
A: CH3NP2